1.
{"formula": "C13H26B2Cl4FN2O7P", "method": "ωB97M-V/def2-TZVPD", "e_homo_ev": -7.47, "smiles": "CCOB(O)P(CNC)(CC(=O)F)(CC(=O)OC(C)=O)B(O)N(C)C.ClC(Cl)(Cl)Cl", "spin_multiplicity": 1, "homo_lumo_gap_ha": 0.289, "energy_ha": -3478.9048, "molar_mass_g_mol": 535.766, "symbols": ["C", "C", "O", "B", "O", "P", "C", "N", "C", "C", "C", "O", "F", "C", "C", "O", "O", "C", "C", "O", "B", "O", "N", "C", "C", "H", "H", "H", "H", "H", "H", "H", "H", "H", "H", "H", "H", "H", "H", "H", "H", "H", "H", "H", "H", "H", "H", "H", "H", "H", "H", "Cl", "C", "Cl", "Cl", "Cl"], "positions_angstrom": [[-4.042, 2.127, -1.667], [-2.625, 2.417, -2.111], [-1.720, 1.397, -1.662], [-0.945, 1.593, -0.583], [-1.279, 2.475, 0.425], [0.771, 0.617, -0.499], [0.447, 0.174, 1.371], [1.391, -0.701, 2.055], [0.851, -1.893, 2.695], [1.051, 1.093, -2.479], [2.446, 0.915, -2.893], [3.171, -0.004, -2.694], [2.983, 2.026, -3.508], [0.834, -1.216, -0.946], [-0.530, -1.813, -0.788], [-0.967, -2.372, 0.174], [-1.270, -1.654, -1.919], [-2.611, -2.095, -1.832], [-2.828, -3.460, -2.412], [-3.440, -1.388, -1.362], [2.358, 1.712, -0.108], [2.336, 2.978, -0.636], [3.448, 1.174, 0.693], [3.366, 1.768, 2.051], [4.751, 1.461, 0.077], [-4.715, 2.914, -2.009], [-4.098, 2.041, -0.582], [-4.377, 1.179, -2.090], [-2.297, 3.406, -1.788], [-2.569, 2.399, -3.200], [-1.702, 2.071, 1.189], [0.432, 1.152, 1.883], [-0.569, -0.235, 1.453], [2.190, -0.921, 1.477], [1.339, -2.066, 3.660], [-0.209, -1.756, 2.892], [0.959, -2.805, 2.098], [0.406, 0.482, -3.114], [0.749, 2.129, -2.632], [1.538, -1.763, -0.326], [1.131, -1.322, -1.983], [-3.707, -3.430, -3.055], [-1.971, -3.788, -2.995], [-2.992, -4.161, -1.594], [3.051, 3.203, -1.244], [4.373, 1.842, 2.463], [2.939, 2.779, 2.058], [2.775, 1.125, 2.702], [4.823, 0.971, -0.895], [4.961, 2.535, -0.025], [5.536, 1.038, 0.707], [-2.483, -2.645, 3.209], [-3.189, -3.269, 4.699], [-3.354, -1.956, 5.870], [-4.781, -3.957, 4.361], [-2.138, -4.522, 5.365]]}

2.
{"formula": "C13H26BFN3O4", "method": "ωB97M-V/def2-TZVPD", "total_charge": -1, "e_homo_ev": -4.22, "spin_multiplicity": 1, "homo_lumo_gap_ha": 0.251, "energy_ha": -1100.5333, "molar_mass_g_mol": 318.178, "symbols": ["F", "C", "C", "C", "B", "C", "C", "C", "C", "N", "C", "C", "C", "C", "H", "H", "H", "H", "H", "H", "H", "H", "H", "H", "H", "H", "H", "H", "H", "H", "H", "H", "H", "H", "C", "N", "O", "O", "H", "H", "H", "C", "N", "O", "O", "H", "H", "H"], "positions_angstrom": [[-0.564, 0.637, 4.138], [-1.148, 1.000, 2.846], [-1.267, -0.279, 1.852], [-1.105, 0.288, 0.359], [-1.173, -0.844, -0.832], [-0.254, -2.191, -0.551], [1.325, -1.750, -0.575], [2.184, -2.359, 0.630], [2.981, -1.312, 1.546], [3.270, 0.007, 0.927], [2.458, 1.070, 1.517], [2.879, 2.305, 0.701], [3.963, 1.844, -0.321], [4.187, 0.332, -0.128], [-0.439, 1.769, 2.363], [-2.151, 1.529, 2.989], [-0.432, -1.021, 2.069], [-2.322, -0.701, 1.958], [-0.108, 0.873, 0.316], [-1.943, 1.075, 0.166], [-0.853, -0.291, -1.843], [-2.315, -1.223, -0.970], [-0.531, -2.736, 0.415], [-0.430, -2.880, -1.466], [1.749, -2.201, -1.548], [1.326, -0.618, -0.667], [1.494, -2.957, 1.340], [2.910, -3.136, 0.193], [4.011, -1.793, 1.772], [2.452, -1.234, 2.561], [1.713, 0.921, 2.356], [2.451, 3.360, 0.822], [4.532, 2.429, -1.106], [4.847, -0.421, -0.652], [-0.020, -1.732, -5.463], [-0.009, -0.856, -4.262], [1.080, -0.581, -3.780], [-1.088, -0.479, -3.850], [1.006, -1.991, -5.718], [-0.593, -2.625, -5.213], [-0.490, -1.174, -6.272], [-4.992, 2.768, 2.242], [-4.551, 2.954, 0.835], [-5.417, 3.165, -0.001], [-3.356, 2.882, 0.623], [-6.076, 2.858, 2.284], [-4.674, 1.775, 2.557], [-4.517, 3.544, 2.841]]}

3.
{"formula": "C13H26BGaO2S3", "method": "ωB97M-V/def2-TZVPD", "e_homo_ev": -5.86, "spin_multiplicity": 1, "homo_lumo_gap_ha": 0.228, "energy_ha": -3805.6191, "molar_mass_g_mol": 391.085, "symbols": ["Ga", "C", "C", "S", "C", "C", "S", "C", "C", "S", "H", "H", "H", "H", "H", "H", "H", "H", "H", "H", "H", "H", "C", "H", "H", "C", "C", "C", "O", "B", "O", "C", "C", "C", "H", "H", "H", "H", "H", "H", "H", "H", "H", "H", "H", "H"], "positions_angstrom": [[0.859, 1.757, -1.196], [3.418, -1.737, 0.504], [3.797, -1.022, -0.781], [3.221, 0.671, -1.042], [3.843, 1.585, 0.388], [3.057, 1.564, 1.713], [1.252, 1.558, 1.544], [0.665, 0.114, 2.478], [1.458, -1.177, 2.442], [1.632, -1.889, 0.784], [3.861, -1.231, 1.360], [3.850, -2.739, 0.471], [3.431, -1.571, -1.650], [4.887, -1.004, -0.857], [3.840, 2.608, 0.011], [4.876, 1.283, 0.574], [3.333, 2.468, 2.254], [3.339, 0.719, 2.339], [-0.315, -0.051, 2.032], [0.502, 0.412, 3.517], [0.929, -1.905, 3.059], [2.449, -1.073, 2.884], [1.734, 3.364, -1.477], [1.061, 4.124, -1.879], [2.652, 3.339, -2.066], [-3.822, -0.442, -2.511], [-2.674, -0.702, -1.552], [-2.362, -2.191, -1.489], [-1.490, -0.052, -2.074], [-0.788, 0.497, -1.034], [-1.487, 0.386, 0.155], [-2.838, -0.040, -0.150], [-3.697, 1.217, -0.169], [-3.305, -0.979, 0.947], [-3.638, -0.963, -3.450], [-3.929, 0.619, -2.724], [-4.762, -0.813, -2.097], [-2.087, -2.531, -2.487], [-3.224, -2.769, -1.153], [-1.524, -2.390, -0.820], [-3.360, 1.914, -0.936], [-3.614, 1.713, 0.799], [-4.746, 0.982, -0.349], [-2.607, -1.802, 1.092], [-4.287, -1.393, 0.711], [-3.389, -0.429, 1.885]]}

4.
{"formula": "C13H26BeFO10", "method": "ωB97M-V/def2-TZVPD", "total_charge": 1, "e_homo_ev": -11.82, "spin_multiplicity": 1, "homo_lumo_gap_ha": 0.089, "energy_ha": -1377.4654, "molar_mass_g_mol": 370.351, "de_lowest_kcal_mol": 61.8, "symbols": ["Be", "F", "C", "C", "C", "O", "C", "H", "H", "H", "H", "H", "H", "H", "H", "C", "O", "C", "O", "O", "C", "H", "H", "H", "H", "H", "H", "C", "O", "C", "O", "O", "C", "H", "H", "H", "H", "H", "H", "C", "O", "C", "O", "O", "C", "H", "H", "H", "H", "H", "H"], "positions_angstrom": [[-3.195, -1.591, -3.100], [-1.978, -0.839, -1.292], [-0.178, -2.503, 3.764], [-0.415, -1.709, 2.480], [-1.930, -1.718, 2.259], [-2.473, -2.421, 3.374], [-1.464, -3.312, 3.880], [-0.043, -1.795, 4.581], [0.780, -2.996, 3.601], [0.033, -2.222, 1.631], [-0.120, -0.664, 2.533], [-2.203, -2.221, 1.318], [-2.345, -0.714, 2.181], [-1.420, -4.198, 3.237], [-1.667, -3.645, 4.894], [5.731, -0.464, -0.151], [4.515, 0.199, 0.098], [3.382, -0.313, -0.354], [3.289, -1.343, -0.972], [2.376, 0.468, 0.017], [1.047, -0.031, -0.041], [5.981, -0.478, -1.213], [5.743, -1.479, 0.247], [6.595, 0.005, 0.319], [0.860, -1.097, -0.075], [0.605, 0.388, -0.950], [0.483, 0.524, 0.707], [-2.596, 1.761, 0.766], [-1.795, 1.898, 1.925], [-1.548, 3.093, 2.440], [-1.980, 4.150, 2.067], [-0.705, 2.964, 3.458], [-0.250, 4.078, 4.211], [-3.030, 0.777, 0.614], [-1.991, 1.899, -0.137], [-3.350, 2.539, 0.643], [0.565, 4.581, 3.693], [0.048, 3.620, 5.150], [-1.023, 4.820, 4.406], [-0.881, -1.494, -6.932], [-0.026, -0.591, -6.250], [-0.397, -0.034, -5.112], [-1.444, -0.231, -4.508], [0.559, 0.768, -4.735], [0.335, 1.533, -3.564], [-0.265, -2.290, -7.345], [-1.451, -0.987, -7.706], [-1.562, -2.056, -6.289], [1.254, 2.022, -3.252], [-0.136, 0.956, -2.773], [-0.319, 2.392, -3.743]]}

5.
{"formula": "C13H26CuNO4P2", "method": "ωB97M-V/def2-TZVPD", "total_charge": 1, "e_homo_ev": [-11.50, -11.72], "spin_multiplicity": 2, "homo_lumo_gap_ha": [0.281, 0.236], "energy_ha": -3189.5382, "molar_mass_g_mol": 385.848, "de_lowest_kcal_mol": 101.0, "symbols": ["Cu", "P", "C", "C", "N", "C", "C", "C", "C", "C", "P", "H", "H", "H", "H", "H", "H", "H", "H", "O", "H", "H", "O", "H", "C", "H", "H", "H", "C", "H", "H", "H", "C", "H", "H", "H", "C", "H", "H", "H", "C", "C", "O", "O", "H", "H", "H"], "positions_angstrom": [[0.329, 0.281, 0.389], [-1.289, 1.030, -1.032], [-1.563, 0.485, -2.654], [-0.629, -0.522, -2.992], [0.295, -0.888, -2.049], [1.363, -1.630, -2.273], [1.573, -2.206, -3.541], [0.551, -2.046, -4.495], [-0.616, -1.365, -4.142], [2.341, -1.879, -1.118], [1.466, -1.647, 0.466], [-1.453, -1.332, -4.835], [2.529, -2.694, -3.757], [0.681, -2.521, -5.486], [2.816, -2.856, -1.152], [3.169, -1.177, -1.132], [-3.225, -2.829, -1.301], [-2.555, 0.099, -2.919], [-1.870, -2.196, 2.352], [-3.804, -3.394, -0.835], [-4.662, -2.929, -0.897], [-0.593, -0.701, 1.111], [-1.597, -1.363, 2.647], [-2.418, -0.757, 2.374], [0.670, -3.283, 0.579], [1.412, -4.026, 0.252], [0.339, -3.519, 1.603], [-0.168, -3.359, -0.121], [2.751, -1.830, 1.755], [2.260, -1.873, 2.740], [3.347, -2.745, 1.592], [3.408, -0.950, 1.721], [-0.600, 2.643, -1.542], [-1.206, 2.861, -2.422], [-0.610, 3.475, -0.831], [0.422, 2.430, -1.855], [-2.815, 1.492, -0.073], [-2.597, 1.997, 0.888], [-3.425, 2.184, -0.677], [-3.444, 0.626, 0.205], [1.890, 3.156, 2.444], [1.368, 2.004, 1.642], [0.359, 1.376, 2.118], [1.897, 1.660, 0.521], [1.173, 3.487, 3.210], [2.117, 3.980, 1.751], [2.837, 2.877, 2.923]]}